No. 1
72
Properties=species:S:1:pos:R:3:forces:R:3 method="wB97M-V/def2-TZVPD" relative_energy_kcal_mol=5.03 charge=+1 gap_ev=8.2 e_homo_ev=-11.8
Hf -0.706 -0.086 -0.713 0.574 0.464 0.932
O -3.024 -0.451 -1.287 0.034 -0.232 -0.055
C -2.347 -1.333 -1.832 -1.387 -0.748 -0.366
O -1.269 -1.040 -2.473 0.384 -0.020 -0.159
C -2.463 -2.716 -1.276 -0.032 -0.245 0.040
C -3.348 -3.721 -1.593 -0.015 0.050 -0.144
C -3.318 -4.869 -0.814 0.088 0.072 0.069
C -2.415 -4.939 0.236 -0.078 -0.028 -0.142
C -1.576 -3.863 0.477 0.220 0.040 0.226
N -1.589 -2.752 -0.259 -0.261 0.063 -0.410
H -4.036 -3.607 -2.419 0.002 -0.014 0.017
H -3.994 -5.688 -1.020 0.019 -0.019 -0.006
H -2.357 -5.820 0.859 0.019 0.028 0.041
H -0.864 -3.892 1.291 -0.007 -0.009 -0.015
C 1.426 -2.778 -1.542 0.322 0.114 0.103
Si 2.472 -1.296 -0.993 0.111 -0.438 -0.094
C 3.148 -0.582 -2.604 -0.150 0.159 0.297
C 3.936 -1.934 0.010 -0.196 0.243 0.052
C 1.378 -0.090 0.010 0.119 0.007 0.009
Si 2.018 1.704 -0.201 -0.005 0.303 -0.115
C 3.866 1.866 0.127 -0.172 -0.236 -0.072
C 1.133 2.895 0.989 0.206 -0.143 -0.078
C 1.636 2.218 -1.994 0.202 0.083 0.243
Si 1.219 -0.516 1.829 0.054 -0.055 0.319
C 2.386 0.331 3.041 -0.103 0.088 -0.319
C 1.187 -2.355 2.307 0.098 0.158 -0.257
C -0.575 0.019 2.324 0.386 -0.115 0.028
C -0.939 0.358 3.621 -0.045 0.026 0.043
C -2.271 0.560 3.944 -0.009 -0.021 -0.098
C -3.233 0.425 2.950 0.117 -0.003 0.048
C -2.822 0.119 1.672 -0.190 -0.037 0.031
N -1.527 -0.087 1.365 -0.163 0.326 -0.032
H 2.043 -3.449 -2.145 0.074 0.027 0.035
H 0.602 -2.469 -2.184 -0.112 -0.055 -0.037
H 1.029 -3.359 -0.710 -0.048 0.000 -0.002
H 3.823 -1.314 -3.053 -0.012 -0.067 0.060
H 3.712 0.341 -2.461 -0.007 -0.045 -0.082
H 2.355 -0.385 -3.329 0.019 0.010 -0.007
H 4.551 -2.592 -0.608 -0.027 -0.006 -0.032
H 3.634 -2.499 0.894 0.011 0.002 -0.021
H 4.570 -1.109 0.345 0.009 -0.016 -0.014
H 4.119 1.555 1.142 -0.002 0.014 -0.012
H 4.178 2.907 0.014 -0.072 0.026 -0.030
H 4.459 1.266 -0.566 0.018 0.036 0.038
H 1.835 3.336 1.700 0.034 -0.058 -0.011
H 0.348 2.406 1.569 -0.041 0.081 0.038
H 0.678 3.717 0.437 -0.048 -0.022 -0.024
H 2.552 2.455 -2.540 0.014 -0.103 0.005
H 1.011 3.109 -2.023 -0.073 -0.020 0.025
H 1.126 1.431 -2.558 0.022 0.069 -0.091
H 3.414 0.000 2.876 -0.028 -0.055 -0.026
H 2.127 0.071 4.070 -0.035 -0.062 -0.017
H 2.373 1.419 2.954 -0.006 -0.036 0.022
H 1.495 -3.017 1.496 -0.051 -0.005 0.037
H 0.191 -2.653 2.639 -0.006 0.029 0.006
H 1.867 -2.526 3.144 0.028 0.023 -0.015
H -0.171 0.466 4.374 -0.011 -0.029 0.001
H -2.559 0.816 4.956 0.002 0.010 -0.003
H -4.283 0.569 3.159 -0.007 0.008 -0.029
H -3.532 0.039 0.861 0.034 -0.019 -0.027
N -3.915 6.520 -2.612 0.041 -0.057 0.016
C -3.394 5.540 -2.313 -0.145 0.243 -0.090
C -2.752 4.318 -1.932 0.132 -0.296 0.130
C -2.572 4.020 -0.584 -0.042 0.108 -0.063
C -1.955 2.835 -0.218 0.084 -0.079 -0.009
C -1.475 1.922 -1.166 -0.001 0.470 0.048
C -1.693 2.246 -2.516 0.091 -0.059 0.031
C -2.318 3.417 -2.903 -0.001 0.072 -0.001
H -2.913 4.725 0.163 -0.015 -0.039 0.023
H -1.849 2.634 0.842 0.040 0.032 0.020
H -1.368 1.569 -3.299 -0.020 0.009 -0.025
H -2.475 3.642 -3.950 0.015 -0.006 0.000



No. 2
71
Properties=species:S:1:pos:R:3:forces:R:3 method="wB97M-V/def2-TZVPD" relative_energy_kcal_mol=90.66 charge=-2 gap_ev="3.8 / 5.3" e_homo_ev="-0.1 / -1.6"
Na -7.251 -3.351 17.194 -0.134 0.293 -0.122
C -8.200 0.453 16.402 -0.089 0.466 -0.263
C -8.246 0.320 14.994 -0.249 -0.875 1.310
C -8.614 -1.025 14.744 -0.007 0.530 -1.426
C -8.816 -1.683 15.943 -0.351 -0.707 1.397
C -8.578 -0.750 16.990 0.216 -0.558 0.517
H -7.982 1.355 16.957 0.054 0.164 -0.018
H -8.176 1.148 14.333 0.278 0.319 -0.762
H -8.773 -1.457 13.760 0.039 0.007 0.050
H -9.180 -2.716 16.112 0.073 0.672 -0.435
H -8.676 -0.909 18.069 -0.035 -0.103 -0.354
O -8.135 -4.748 18.761 0.690 -0.399 1.066
C -7.452 -4.615 19.787 -1.028 0.099 0.617
O -6.399 -3.848 19.753 1.138 0.434 -0.581
C -7.904 -5.228 21.138 -0.570 0.374 -0.245
C -7.960 -6.600 21.329 -0.131 0.233 -0.867
C -8.619 -7.183 22.393 0.961 -1.942 -0.811
C -9.237 -6.425 23.341 -0.456 0.771 0.906
C -9.242 -5.056 23.189 0.992 1.586 0.055
C -8.550 -4.379 22.098 -0.509 -1.166 0.146
S -8.600 -2.690 21.874 0.034 0.680 0.282
H -7.592 -7.263 20.554 0.243 0.056 -0.034
H -8.572 -8.281 22.402 -0.279 0.438 0.378
H -9.693 -6.859 24.234 0.005 -0.001 -0.335
H -9.645 -4.407 23.998 0.106 -0.479 -0.857
N -1.901 -4.419 12.833 0.413 1.412 -1.102
C -2.450 -5.463 13.486 -3.109 0.540 1.554
S -1.736 -6.945 13.708 0.960 -0.819 -0.006
C -3.779 -5.135 14.026 1.707 -0.845 -0.481
C -4.281 -5.724 15.211 0.281 -0.521 -0.241
C -5.409 -5.199 15.769 -0.724 -1.208 2.064
N -6.111 -4.166 15.313 0.078 1.496 -1.406
C -5.673 -3.615 14.119 0.080 -1.067 0.560
C -4.569 -4.133 13.439 -1.264 1.404 0.807
H -0.994 -4.512 12.451 0.734 -0.262 -0.243
H -2.220 -3.462 12.972 0.007 -0.652 0.158
H -3.738 -6.577 15.614 -0.227 0.240 0.139
H -5.852 -5.634 16.745 0.922 0.426 -1.498
H -6.271 -2.772 13.737 0.298 -0.482 0.192
H -4.303 -3.716 12.485 0.059 0.167 -0.264
C -5.279 -4.554 23.617 -1.055 1.182 0.515
C -4.696 -3.242 23.172 0.620 1.398 0.627
C -5.376 -1.994 23.734 -0.545 0.807 0.846
Sb -4.568 -3.332 20.815 -2.130 -0.610 -0.778
C -3.990 -1.378 19.942 -0.927 -1.235 -0.027
C -5.138 -0.978 19.062 -0.236 0.756 -1.503
C -3.692 -0.451 21.073 0.120 -1.560 2.248
C -3.408 -4.468 19.421 -0.297 -0.752 -0.461
C -1.967 -4.238 19.836 1.140 -0.850 -1.153
C -3.802 -5.968 19.537 0.811 -0.351 0.503
H -5.043 -4.655 24.675 -0.128 -0.371 0.253
H -4.955 -5.415 23.086 0.567 -0.779 -0.559
H -6.387 -4.511 23.493 0.749 -0.030 0.194
H -3.575 -3.113 23.211 -0.851 -0.423 0.465
H -6.498 -1.865 23.653 1.169 -0.791 -0.520
H -4.941 -1.053 23.348 -0.118 -0.578 0.176
H -5.211 -1.935 24.834 0.112 -0.136 -0.287
H -3.099 -1.592 19.321 -0.346 0.059 0.392
H -5.987 -0.481 19.527 0.246 0.212 0.476
H -5.626 -1.809 18.575 0.086 -0.450 -0.264
H -4.775 -0.347 18.230 -0.292 0.023 0.337
H -4.585 -0.232 21.738 1.011 -0.030 -1.202
H -3.193 0.423 20.751 0.373 1.290 -0.301
H -2.967 -1.023 21.734 -0.527 0.971 -0.314
H -3.645 -4.080 18.407 0.256 -0.211 0.479
H -1.756 -4.774 20.780 -0.035 0.652 -0.069
H -1.642 -3.184 19.813 -0.262 -0.292 0.509
H -1.274 -4.721 19.098 -0.491 0.188 0.431
H -3.624 -6.376 20.598 -0.665 0.744 -1.288
H -3.078 -6.540 18.941 -0.111 0.010 -0.147
H -4.805 -6.236 19.139 0.551 0.435 0.573



No. 3
71
Properties=species:S:1:pos:R:3:forces:R:3 method="wB97M-V/def2-TZVPD" relative_energy_kcal_mol=21.45 charge=0 gap_ev=8.1 e_homo_ev=-7.9 smiles="CCCCCOc1ccc2oc(=O)c3c(c2c1)CCCN3C(=O)CN1CCC[C@H](C(=O)OCC)C1"
C 8.771 1.000 -0.553 -0.196 0.168 0.069
C 7.381 1.226 0.030 0.123 -0.309 -0.101
C 6.658 -0.096 0.279 -0.151 0.320 0.175
C 5.313 0.066 0.983 -0.175 0.010 -0.280
C 4.271 0.777 0.123 0.336 -0.070 0.044
O 3.036 0.701 0.810 -0.048 -0.056 0.157
C 1.931 1.250 0.248 -0.272 0.110 -0.095
C 1.904 1.907 -0.985 0.223 -0.160 0.202
C 0.715 2.414 -1.470 -0.488 0.027 0.115
C -0.459 2.276 -0.742 0.728 -0.357 0.402
O -1.594 2.800 -1.278 -0.084 0.080 -0.210
C -2.806 2.663 -0.689 -0.370 0.428 -0.029
O -3.744 3.247 -1.177 0.335 -0.180 0.151
C -2.855 1.863 0.539 1.137 -0.157 0.361
C -1.715 1.466 1.175 -0.924 0.247 -0.172
C -0.453 1.631 0.507 0.266 0.365 -0.584
C 0.757 1.121 0.979 0.049 0.055 -0.146
C -1.857 0.892 2.549 -0.084 0.118 0.033
C -2.902 1.744 3.273 -0.006 -0.044 -0.120
C -4.244 1.652 2.563 -0.222 0.098 0.433
N -4.100 1.607 1.108 0.094 0.087 0.262
C -5.185 1.127 0.430 -0.145 -0.163 -0.348
O -6.247 0.967 0.998 -0.140 0.009 -0.030
C -4.991 0.723 -1.021 -0.287 -0.085 -0.224
N -3.670 0.186 -1.276 -0.223 -0.255 -0.246
C -3.391 0.037 -2.694 0.204 0.169 -0.171
C -1.944 -0.396 -2.917 -0.205 -0.165 -0.032
C -1.638 -1.687 -2.163 0.099 0.252 0.053
C -1.978 -1.466 -0.694 -0.153 -0.274 -0.050
C -1.735 -2.647 0.222 -0.047 0.490 -0.050
O -1.726 -2.551 1.424 0.033 -0.082 0.183
O -1.571 -3.790 -0.439 0.049 -0.119 -0.349
C -1.335 -4.967 0.339 0.119 -0.320 0.430
C 0.136 -5.099 0.706 -0.333 0.202 -0.155
C -3.455 -1.067 -0.578 0.245 0.052 0.205
H 9.271 1.949 -0.729 0.127 0.043 -0.054
H 8.706 0.466 -1.498 0.052 -0.063 -0.110
H 9.381 0.413 0.130 0.102 -0.070 0.042
H 7.467 1.772 0.972 -0.077 0.080 0.026
H 6.801 1.841 -0.661 -0.043 0.102 0.038
H 6.511 -0.613 -0.672 0.052 -0.100 -0.041
H 7.295 -0.729 0.901 0.030 -0.071 -0.053
H 4.914 -0.917 1.239 -0.040 0.012 0.052
H 5.441 0.624 1.912 -0.017 -0.011 0.075
H 4.191 0.280 -0.854 -0.009 0.075 0.037
H 4.548 1.827 -0.034 -0.063 -0.073 -0.055
H 2.800 2.025 -1.573 0.103 -0.003 -0.039
H 0.678 2.920 -2.422 -0.003 0.070 -0.118
H 0.806 0.592 1.916 -0.017 -0.070 0.143
H -2.181 -0.151 2.498 0.043 -0.090 0.020
H -0.911 0.925 3.087 0.020 -0.071 -0.028
H -2.556 2.780 3.287 0.024 -0.021 0.064
H -3.023 1.414 4.305 -0.047 0.050 0.016
H -4.779 0.745 2.862 0.066 0.141 -0.025
H -4.882 2.504 2.821 0.022 -0.149 0.056
H -5.136 1.615 -1.638 -0.025 -0.158 0.060
H -5.794 0.006 -1.259 0.077 0.076 0.109
H -3.563 1.004 -3.174 -0.066 -0.030 -0.023
H -4.070 -0.703 -3.154 -0.029 0.039 -0.008
H -1.276 0.392 -2.566 0.033 0.069 -0.040
H -1.774 -0.533 -3.986 0.032 0.043 -0.021
H -0.586 -1.953 -2.275 -0.003 -0.075 -0.031
H -2.239 -2.507 -2.561 0.016 -0.059 -0.011
H -1.378 -0.639 -0.303 -0.053 -0.113 0.033
H -1.659 -5.795 -0.295 -0.006 0.119 0.080
H -1.950 -4.923 1.243 0.040 -0.059 -0.188
H 0.435 -4.268 1.341 0.051 0.022 0.066
H 0.294 -6.028 1.245 0.049 -0.108 0.062
H 0.750 -5.098 -0.191 0.081 -0.041 -0.060
H -3.723 -0.942 0.473 0.006 -0.030 0.006
H -4.085 -1.874 -0.996 -0.018 0.037 0.037